62
Properties=species:S:1:pos:R:3:forces:R:3 method="wB97M-V/def2-TZVPD" relative_energy_kj_mol=37.54 fmax_ev_per_a=1.30 smiles="CCOC(=O)N1CCN(C(=O)C2CCN(S(=O)(=O)c3cc(Cl)ccc3OCC)CC2)CC1" charge=0 orbital_gap_ha=0.34464 homo_energy_ev=-8.8
Cl -7.45417 -0.97974 1.50443 -0.210 -0.194 0.107
S -2.58388 -0.23709 -0.60858 -0.509 -0.005 0.089
O -2.55467 -0.27171 -2.04481 -0.150 -0.321 -0.039
O -1.48809 0.42500 0.05427 -0.204 -0.159 0.336
O -3.59173 2.92890 -0.50013 -0.019 0.198 0.175
O 4.70287 1.84774 0.48550 -0.221 -0.227 0.050
O 1.53766 -4.02503 -0.51021 -0.123 -0.387 0.063
O 6.25267 0.20785 0.30125 0.411 0.066 -0.127
N 2.15914 -1.86778 -0.55832 0.382 0.121 -0.108
N -2.75639 -1.79767 -0.03092 0.142 1.184 -0.507
N 4.09247 -0.29801 0.74807 -0.141 0.030 0.099
C 1.96739 -0.43842 -0.44716 -0.101 0.283 0.310
C -2.58470 -2.88644 -0.97757 -0.110 -0.324 -0.558
C -5.57207 2.37230 0.50510 0.286 -0.107 -0.137
C 3.56188 -2.23401 -0.63032 0.243 -0.308 0.242
C -2.10251 -2.02365 1.23969 0.195 0.160 0.553
C -0.57293 -2.12361 1.08340 -0.011 0.103 -0.100
C 5.11080 0.55712 0.48683 -0.103 0.085 0.133
C -0.22609 -2.41037 -0.38602 0.100 -0.411 0.037
C 5.73342 2.82128 0.32740 0.492 0.231 -0.032
C -4.35812 1.92705 -0.05442 -0.343 0.144 0.155
C -2.47648 2.76019 -1.37063 0.492 0.269 -0.399
C -2.27095 4.08870 -2.08299 -0.208 -0.366 0.253
C 2.69984 0.08029 0.80058 -0.261 0.236 -0.239
C -1.17576 -3.49308 -0.89966 0.116 0.203 0.044
C 6.45095 3.10070 1.63994 -0.273 -0.209 -0.254
C 4.30102 -1.72349 0.60866 0.220 -0.183 -0.273
C 1.22677 -2.84806 -0.49003 -0.377 0.220 -0.152
C -6.51842 1.50687 0.99488 0.119 -0.172 -0.061
C -5.08590 -0.32487 0.40788 -0.593 -0.031 0.212
C -6.27691 0.13985 0.92765 0.351 0.133 -0.169
C -4.11707 0.54944 -0.06515 0.687 -0.368 -0.127
H 6.44730 2.46534 -0.42245 -0.162 0.117 0.063
H 2.40248 0.03834 -1.33462 -0.074 0.035 0.054
H -5.73544 3.43801 0.52748 -0.005 0.112 -0.014
H 5.22007 3.71266 -0.03985 0.065 -0.120 0.006
H -7.43975 1.87815 1.41435 -0.088 0.030 0.042
H -0.18893 -2.93388 1.70601 0.035 -0.006 -0.003
H 5.37270 -1.90337 0.51997 -0.140 -0.034 0.057
H -2.37089 -1.19378 1.89430 0.024 -0.190 0.203
H -4.88456 -1.38206 0.36872 -0.100 -0.049 0.065
H -1.59071 2.49527 -0.78566 -0.211 0.068 -0.120
H -0.11191 -1.18905 1.39933 0.046 -0.043 0.079
H -2.67174 1.96012 -2.08877 -0.029 0.162 0.083
H 7.18033 3.89240 1.49490 0.094 0.102 0.016
H 6.96540 2.20360 1.97490 0.069 -0.025 0.042
H 3.91612 -2.22497 1.50245 0.020 -0.025 -0.043
H 5.73821 3.40696 2.40207 -0.030 0.072 0.081
H -2.51666 -2.94596 1.65519 -0.043 0.090 -0.006
H -0.39013 -1.51610 -0.99183 0.184 -0.062 0.068
H -3.35009 -3.64262 -0.77180 0.030 0.080 -0.050
H 2.61901 1.16359 0.86303 -0.052 -0.117 0.044
H -3.14837 4.33936 -2.67303 -0.056 0.054 -0.090
H -1.14800 -4.34564 -0.22039 0.041 -0.043 -0.048
H -2.76847 -2.46070 -1.96407 -0.017 -0.266 0.015
H 3.62077 -3.32119 -0.69429 0.040 0.166 -0.038
H 0.91644 -0.16453 -0.38585 -0.001 -0.072 -0.045
H -2.10434 4.87807 -1.35526 0.054 0.107 0.041
H 2.25605 -0.36862 1.69651 -0.052 0.049 -0.048
H -1.40895 4.01996 -2.73916 0.117 0.015 -0.086
H 4.00265 -1.78871 -1.52882 0.004 -0.011 0.029
H -0.85866 -3.84087 -1.88194 -0.045 -0.085 0.026